[1]
DFT (ωB97M-V with the def2-TZVPD basis set) results for a molecular structure, C28H28N2SiTi in a non-equilibrium geometry.

Last column: Mulliken charge in e.
Cartesian coordinates (Å):
C: 0.477 -1.981 -1.945  -0.528
C: 1.688 -1.317 -1.511  0.130
C: 2.231 -2.064 -0.405  -0.646
H: 2.140 -0.457 -1.988  0.641
C: 1.363 -3.180 -0.155  -0.687
C: 0.278 -3.135 -1.100  -0.388
H: -0.484 -3.900 -1.244  0.548
H: -0.113 -1.710 -2.811  0.711
H: 3.172 -1.854 0.100  0.571
H: 1.554 -3.986 0.555  0.564
Ti: 0.164 -1.308 0.159  -0.891
C: 0.208 3.148 1.464  -1.364
H: 0.431 2.740 2.445  0.365
H: -0.802 3.568 1.467  0.398
H: 0.923 3.952 1.271  0.391
Si: 0.260 1.879 0.104  0.478
C: -0.491 2.285 -1.572  0.684
C: 0.087 1.800 -2.747  0.052
H: 1.075 1.325 -2.726  0.366
C: -0.607 1.897 -3.957  -0.926
H: -0.158 1.533 -4.881  0.470
C: -1.885 2.480 -3.980  -0.534
H: -2.397 2.626 -4.930  0.434
C: -2.489 2.911 -2.793  -0.734
H: -3.494 3.333 -2.793  0.468
C: -1.795 2.810 -1.587  -0.467
H: -2.279 3.099 -0.656  0.355
C: 2.213 1.909 -0.030  0.233
C: 2.876 2.657 -1.009  -0.106
H: 2.311 3.217 -1.757  0.461
C: 4.276 2.680 -1.025  -0.683
H: 4.770 3.284 -1.783  0.430
C: 4.997 1.956 -0.075  -0.553
H: 6.080 2.020 -0.064  0.417
C: 4.343 1.199 0.901  -0.754
H: 4.896 0.635 1.653  0.457
C: 2.947 1.187 0.927  -0.308
H: 2.459 0.582 1.703  0.492
H: 0.657 0.375 0.649  0.419
H: -0.926 0.985 0.286  -0.284
C: 0.356 -2.934 4.175  -0.933
C: -1.014 -3.064 4.462  -0.557
C: -1.950 -2.658 3.513  -0.934
C: -1.529 -2.152 2.278  1.148
N: -0.181 -2.043 2.029  0.469
C: 0.747 -2.414 2.944  -0.065
C: -2.433 -1.731 1.206  0.476
C: -3.824 -1.665 1.344  -0.973
C: -4.613 -1.249 0.264  -0.602
C: -3.990 -0.875 -0.928  -0.856
C: -2.618 -0.945 -1.038  0.028
N: -1.865 -1.403 -0.005  0.608
H: 1.120 -3.223 4.887  0.450
H: -1.342 -3.483 5.414  0.461
H: -3.023 -2.750 3.690  0.412
H: 1.790 -2.277 2.657  0.514
H: -4.252 -1.947 2.298  0.452
H: -5.695 -1.225 0.370  0.472
H: -4.564 -0.537 -1.791  0.476
H: -2.077 -0.605 -1.928  0.270

As for the electronic energy: -63447.36393 eV. As for the net charge: +2. The value obtained for the energy above the lowest of the compared OMol25 structures with the same formula, charge and spin is 0.0 kJ/mol. The value obtained for the HOMO-LUMO gap (spin up / spin down) is 6.37 / 5.82 eV.

[2]
DFT (ωB97M-V with the def2-TZVPD basis set) results for C28H28N4O3S in the gas phase in a non-equilibrium geometry.

Last column: Mulliken charge in e.
Cartesian coordinates (Å):
C: -4.651 1.397 -4.392  -1.182
C: -4.068 -0.008 -4.421  -0.330
O: -3.010 -0.152 -3.472  -0.186
C: -3.351 -0.443 -2.219  0.168
O: -4.479 -0.593 -1.833  -0.619
C: -2.133 -0.563 -1.319  -0.485
N: -0.922 -0.894 -2.038  0.972
C: 0.145 -0.076 -1.909  0.546
O: 0.087 0.975 -1.297  -0.648
C: 1.452 -0.583 -2.493  -0.619
S: 2.698 -0.528 -1.157  -0.249
C: 1.680 -1.185 0.092  0.097
N: 0.788 -2.124 -0.060  -0.024
N: 0.160 -2.276 1.120  -0.764
C: 0.689 -1.452 1.979  0.448
C: 0.261 -1.250 3.387  -1.000
C: 0.039 0.219 3.647  0.284
C: 0.704 0.877 4.671  -0.279
C: 0.540 2.238 4.853  -0.646
C: -0.292 2.956 4.012  -0.476
C: -0.971 2.304 2.997  -0.734
C: -0.808 0.943 2.817  0.014
N: 1.678 -0.721 1.375  0.613
C: 2.411 0.364 1.900  -0.846
C: 2.177 1.640 1.402  0.575
C: 2.851 2.710 1.952  -1.129
C: 3.760 2.531 2.990  1.226
C: 4.477 3.708 3.575  -1.595
C: 3.997 1.245 3.456  -0.972
C: 3.329 0.161 2.918  -0.445
C: -0.940 -2.096 -2.792  -0.676
C: -0.766 -2.049 -4.171  0.333
C: -0.824 -3.215 -4.913  -0.934
C: -1.060 -4.426 -4.285  -0.467
C: -1.230 -4.471 -2.911  -0.961
C: -1.174 -3.310 -2.160  -0.236
H: -3.868 2.133 -4.559  0.303
H: -5.404 1.495 -5.168  0.404
H: -5.114 1.586 -3.426  0.309
H: -3.611 -0.228 -5.388  0.336
H: -4.844 -0.747 -4.198  0.362
H: -1.963 0.409 -0.840  0.557
H: -2.344 -1.304 -0.541  0.266
H: 1.822 0.092 -3.264  0.509
H: 1.386 -1.603 -2.862  0.358
H: 1.018 -1.643 4.070  0.370
H: -0.661 -1.818 3.532  0.372
H: 1.362 0.323 5.327  0.366
H: 1.070 2.740 5.650  0.438
H: -0.413 4.020 4.149  0.411
H: -1.625 2.857 2.340  0.418
H: -1.331 0.435 2.019  0.410
H: 1.467 1.780 0.601  0.598
H: 2.665 3.705 1.576  0.394
H: 3.779 4.520 3.769  0.354
H: 4.975 3.441 4.504  0.387
H: 5.228 4.074 2.876  0.338
H: 4.709 1.086 4.253  0.351
H: 3.515 -0.838 3.284  0.523
H: -0.592 -1.097 -4.650  0.531
H: -0.688 -3.176 -5.983  0.404
H: -1.108 -5.335 -4.866  0.414
H: -1.403 -5.416 -2.419  0.439
H: -1.269 -3.345 -1.087  0.302

As for the electronic energy: -52429.71246 eV. The value obtained for the energy above the lowest of the compared OMol25 structures with the same formula, charge and spin is 123.2 kJ/mol. The value obtained for the HOMO-LUMO gap is 9.08 eV. Its structure (SMILES) is CCOC(=O)CN(C(=O)CSc1nnc(Cc2ccccc2)n1-c1ccc(C)cc1)c1ccccc1.

[3]
DFT (ωB97M-V with the def2-TZVPD basis set) results for a molecular structure, C28H28N5O8W in a non-equilibrium geometry.

Last column: Mulliken charge in e.
Cartesian coordinates (Å):
W: -0.524 -0.207 0.154  1.638
C: -2.771 1.854 4.735  -0.765
O: -2.387 0.478 4.252  -0.418
C: -3.215 -0.254 3.448  0.501
C: -4.411 -0.881 3.858  -0.681
C: -5.263 -1.445 2.899  -0.516
C: -4.858 -1.466 1.537  -1.134
C: -3.640 -0.865 1.131  0.908
C: -3.322 -0.947 -0.310  -0.314
N: -2.382 -0.304 -0.902  0.518
N: -2.373 0.076 -2.258  -0.925
C: -1.405 1.058 -2.399  0.838
O: -0.613 1.341 -1.424  -0.793
C: -1.388 1.734 -3.711  0.280
C: -2.487 1.694 -4.543  -0.244
C: -2.415 1.952 -5.930  -0.738
C: -1.234 2.660 -6.344  -0.266
C: -0.236 3.032 -5.468  -0.530
C: -0.205 2.482 -4.165  -0.476
C: -2.778 -0.269 2.038  0.649
O: -1.552 0.273 1.739  -0.528
H: -3.574 2.274 4.110  0.340
H: -1.953 2.509 4.670  0.268
H: -3.033 1.753 5.788  0.305
H: -4.626 -0.979 4.950  0.411
H: -6.233 -1.886 3.139  0.395
H: -5.616 -1.850 0.901  0.434
H: -3.938 -1.555 -0.939  0.500
H: -3.357 1.170 -4.146  0.423
H: -3.209 1.740 -6.638  0.409
H: -1.125 2.902 -7.372  0.393
H: 0.536 3.774 -5.681  0.366
H: 0.572 2.725 -3.453  0.403
O: -0.859 -2.189 0.710  -0.672
C: 0.075 -3.061 0.714  -0.141
C: 0.981 -3.279 -0.343  0.545
C: 1.679 -4.549 -0.498  -0.563
C: 2.267 -4.832 -1.697  -0.116
C: 2.150 -3.944 -2.875  -0.628
C: 1.417 -2.767 -2.692  -0.794
C: 0.921 -2.395 -1.425  0.261
O: 0.258 -1.224 -1.392  -0.362
N: 2.807 -6.150 -1.709  0.841
O: 3.840 -6.291 -2.475  -0.507
O: 2.394 -7.019 -0.879  -0.532
H: 0.209 -3.637 1.673  0.470
H: 1.554 -5.359 0.218  0.521
H: 2.763 -4.149 -3.777  0.441
H: 1.210 -2.174 -3.558  0.561
C: 3.204 1.483 -0.900  -0.944
N: 2.932 1.846 0.511  0.217
C: 3.379 3.166 0.896  -0.657
C: 3.298 3.475 2.434  -0.667
C: 3.535 2.181 3.188  -0.557
N: 2.578 1.164 2.692  0.122
C: 1.942 0.306 3.680  -0.913
C: 2.342 0.986 1.413  0.364
O: 1.430 0.166 0.970  -0.670
H: 4.121 0.789 -0.938  0.265
H: 3.412 2.305 -1.535  0.417
H: 2.335 0.935 -1.275  0.165
H: 2.742 3.917 0.356  0.312
H: 4.386 3.326 0.450  0.448
H: 2.387 3.984 2.650  0.339
H: 4.111 4.194 2.705  0.336
H: 3.282 2.251 4.277  0.373
H: 4.604 1.828 3.158  0.253
H: 2.667 -0.410 4.106  0.319
H: 1.255 -0.318 3.085  0.083
H: 1.409 0.873 4.413  0.418

As for the electronic energy: -55135.70131 eV. As for the net charge: +1. As for the spin multiplicity: 3. The value obtained for the energy above the lowest of the compared OMol25 structures with the same formula, charge and spin is 177.6 kJ/mol. The value obtained for the HOMO-LUMO gap (spin up / spin down) is 6.13 / 6.53 eV. The expectation value of S² is 2.02.

Q: Among the records above, which one has the lowest electronic energy?
A: C28H28N2SiTi

Q: Which of these has the lowest electronic energy?
A: C28H28N2SiTi

Q: Which value of electronic energy does entry 2 give?
A: -52429.71246 eV

What did the second record say?
DFT (ωB97M-V with the def2-TZVPD basis set) results for C28H28N4O3S in the gas phase in a non-equilibrium geometry.

Last column: Mulliken charge in e.
Cartesian coordinates (Å):
C: -4.651 1.397 -4.392  -1.182
C: -4.068 -0.008 -4.421  -0.330
O: -3.010 -0.152 -3.472  -0.186
C: -3.351 -0.443 -2.219  0.168
O: -4.479 -0.593 -1.833  -0.619
C: -2.133 -0.563 -1.319  -0.485
N: -0.922 -0.894 -2.038  0.972
C: 0.145 -0.076 -1.909  0.546
O: 0.087 0.975 -1.297  -0.648
C: 1.452 -0.583 -2.493  -0.619
S: 2.698 -0.528 -1.157  -0.249
C: 1.680 -1.185 0.092  0.097
N: 0.788 -2.124 -0.060  -0.024
N: 0.160 -2.276 1.120  -0.764
C: 0.689 -1.452 1.979  0.448
C: 0.261 -1.250 3.387  -1.000
C: 0.039 0.219 3.647  0.284
C: 0.704 0.877 4.671  -0.279
C: 0.540 2.238 4.853  -0.646
C: -0.292 2.956 4.012  -0.476
C: -0.971 2.304 2.997  -0.734
C: -0.808 0.943 2.817  0.014
N: 1.678 -0.721 1.375  0.613
C: 2.411 0.364 1.900  -0.846
C: 2.177 1.640 1.402  0.575
C: 2.851 2.710 1.952  -1.129
C: 3.760 2.531 2.990  1.226
C: 4.477 3.708 3.575  -1.595
C: 3.997 1.245 3.456  -0.972
C: 3.329 0.161 2.918  -0.445
C: -0.940 -2.096 -2.792  -0.676
C: -0.766 -2.049 -4.171  0.333
C: -0.824 -3.215 -4.913  -0.934
C: -1.060 -4.426 -4.285  -0.467
C: -1.230 -4.471 -2.911  -0.961
C: -1.174 -3.310 -2.160  -0.236
H: -3.868 2.133 -4.559  0.303
H: -5.404 1.495 -5.168  0.404
H: -5.114 1.586 -3.426  0.309
H: -3.611 -0.228 -5.388  0.336
H: -4.844 -0.747 -4.198  0.362
H: -1.963 0.409 -0.840  0.557
H: -2.344 -1.304 -0.541  0.266
H: 1.822 0.092 -3.264  0.509
H: 1.386 -1.603 -2.862  0.358
H: 1.018 -1.643 4.070  0.370
H: -0.661 -1.818 3.532  0.372
H: 1.362 0.323 5.327  0.366
H: 1.070 2.740 5.650  0.438
H: -0.413 4.020 4.149  0.411
H: -1.625 2.857 2.340  0.418
H: -1.331 0.435 2.019  0.410
H: 1.467 1.780 0.601  0.598
H: 2.665 3.705 1.576  0.394
H: 3.779 4.520 3.769  0.354
H: 4.975 3.441 4.504  0.387
H: 5.228 4.074 2.876  0.338
H: 4.709 1.086 4.253  0.351
H: 3.515 -0.838 3.284  0.523
H: -0.592 -1.097 -4.650  0.531
H: -0.688 -3.176 -5.983  0.404
H: -1.108 -5.335 -4.866  0.414
H: -1.403 -5.416 -2.419  0.439
H: -1.269 -3.345 -1.087  0.302

As for the electronic energy: -52429.71246 eV. The value obtained for the energy above the lowest of the compared OMol25 structures with the same formula, charge and spin is 123.2 kJ/mol. The value obtained for the HOMO-LUMO gap is 9.08 eV. Its structure (SMILES) is CCOC(=O)CN(C(=O)CSc1nnc(Cc2ccccc2)n1-c1ccc(C)cc1)c1ccccc1.